ORCA calculation (ωB97M-V/def2-TZVPD) on 2 unconnected molecules or ions with the total composition C11H25NO8P.

## Properties
* HOMO energy: -13.045 eV
* charge: +1
* gap between HOMO and LUMO: 10.19 eV
* LUMO: -2.858 eV

Each line ends with the Löwdin charge.
Element x y z (Å)
C  4.78349  -2.01695  0.59796  -0.090
C  4.21631  -0.73646  -0.03723  -0.232
C  2.68726  -0.71812  -0.16810  -0.215
C  2.23639  -1.15666  -1.55974  -0.190
C  0.74578  -1.19067  -1.80067  -0.119
N  -0.05338  -2.22545  -1.01998  -0.057
C  -0.40894  -1.79439  0.40123  -0.160
O  -1.77910  -1.96672  0.50555  -0.022
C  -2.40164  -1.04402  1.41050  -0.469
C  -2.95463  0.15111  0.72980  0.045
O  -2.42567  -1.31405  2.55170  0.210
P  0.58179  -3.89100  -1.11926  0.423
O  0.83130  -4.21442  -2.50958  -0.170
O  1.77379  -3.84212  -0.10337  -0.071
O  -0.57840  -4.67364  -0.41632  -0.034
H  4.00825  -2.54955  1.14829  0.057
H  5.56925  -1.78955  1.31085  0.074
H  5.18497  -2.69618  -0.15110  0.072
H  4.66798  -0.59415  -1.01768  0.109
H  4.52093  0.11607  0.56469  0.107
H  2.30911  0.28729  0.02156  0.118
H  2.27876  -1.37868  0.59662  0.084
H  2.61410  -0.42291  -2.27266  0.136
H  2.70336  -2.09930  -1.84210  0.113
H  0.53904  -1.38056  -2.85028  0.137
H  0.30397  -0.22781  -1.54909  0.136
H  -0.95858  -2.30007  -1.49574  0.175
H  -0.08120  -0.76430  0.52513  0.141
H  0.13666  -2.42687  1.10029  0.134
H  -3.67485  -0.16141  -0.02048  0.108
H  -3.39900  0.78818  1.48490  0.097
H  -2.14909  0.71073  0.25486  0.095
H  2.52109  -4.38225  -0.41203  0.134
H  -0.48384  -4.78408  0.54134  0.121
C  -4.74297  4.25625  1.77008  -0.026
O  -3.57545  3.76125  1.09634  -0.017
C  -2.81872  4.71297  0.54955  -0.627
O  -3.03489  5.89115  0.57978  0.143
O  -1.77193  4.12533  -0.04212  -0.016
C  -0.87776  5.05305  -0.67268  -0.036
H  -5.25465  3.38165  2.15964  0.091
H  -4.46032  4.91561  2.58691  0.101
H  -5.38882  4.78530  1.07370  0.101
H  -0.46378  5.74263  0.05904  0.100
H  -1.39201  5.61038  -1.45192  0.100
H  -0.08396  4.45342  -1.10818  0.088

Force components x, y, z for each atom (eV/Å):
C -0.2584 0.0317 -0.1438
C 0.0704 -0.0180 0.2617
C 0.1066 -0.1058 -0.2081
C 0.1356 0.0261 0.2225
C -0.0152 0.1651 -0.3404
N 0.2435 0.2796 0.4290
C 0.0073 -0.3293 -0.1468
O 0.0302 0.1837 -0.3096
C 0.0120 -0.0260 -0.3856
C 0.0843 0.0856 0.2131
O 0.0437 -0.1869 0.7893
P -0.2833 -0.5308 -0.6673
O 0.0063 0.1648 0.1984
O 0.1318 -0.1230 0.0812
O 0.1459 0.1736 0.1334
H -0.0356 -0.0486 0.1077
H 0.1693 -0.0268 -0.0401
H 0.0793 -0.0817 -0.0154
H 0.0297 0.1406 -0.0859
H 0.0111 0.0726 0.0361
H -0.0779 0.0729 0.0291
H -0.1162 0.0250 0.1194
H 0.0140 0.0095 -0.1221
H -0.0212 -0.1104 -0.0507
H -0.0183 -0.1737 -0.0373
H -0.1288 0.0192 0.0672
H -0.1213 0.0560 0.0837
H -0.0281 0.1177 -0.0275
H 0.1000 0.0128 0.0591
H -0.0734 0.0864 -0.1095
H -0.1898 0.0973 -0.0754
H 0.0003 0.0241 -0.1849
H 0.1122 0.1506 0.1375
H -0.1758 -0.1437 -0.0183
C -0.0971 -0.0369 0.0637
O -0.0138 -0.1187 0.0163
C 0.0222 -0.0596 -0.0094
O -0.0126 0.0604 0.0035
O 0.0109 -0.0262 -0.0061
C 0.1096 -0.0071 -0.0670
H 0.0320 -0.0304 -0.0160
H 0.0153 0.0487 -0.0272
H 0.0280 0.0508 -0.0074
H -0.0380 0.0333 0.0086
H -0.0278 0.0354 0.0261
H -0.0189 -0.0401 0.0157